1.
# C12H33CsN4O3PSSe4

A structure of composition C12H33CsN4O3PSSe4 (ωB97M-V with the def2-TZVPD basis set, the Open Molecules 2025 dataset).

* charge: -1
* highest occupied orbital energy: -0.1122 Eh
* energy relative to the best compared isomer or geometry (same formula, charge and spin): 76.0 kJ/mol
* 2S+1: 1

Positions of all 59 atoms, in Å:
Cs -0.96 -0.71 -0.74
Se 0.44 1.64 -2.50
Se -1.68 1.20 -3.41
Se -1.71 -1.03 -4.20
Se -2.97 -2.32 -2.69
N -2.24 1.57 1.59
C -2.27 1.17 2.99
C -0.88 0.74 3.42
C 0.03 1.92 3.71
C 1.50 1.56 3.85
N 2.01 0.98 2.61
H -1.50 2.25 1.42
H -3.11 1.99 1.31
H -2.97 0.34 3.09
H -2.63 1.97 3.66
H -0.45 0.12 2.64
H -0.95 0.10 4.31
H -0.29 2.42 4.63
H -0.06 2.66 2.91
H 1.62 0.83 4.65
H 2.05 2.46 4.14
H 3.03 0.94 2.64
H 1.78 1.60 1.83
C -0.28 -3.99 3.90
O 0.46 -3.95 2.69
P 0.23 -2.59 1.78
O 1.33 -2.95 0.63
C 2.69 -2.73 0.98
O -1.11 -2.95 0.96
C -1.29 -4.19 0.24
H -0.13 -4.97 4.34
H -1.35 -3.85 3.71
H 0.05 -3.22 4.59
H 3.27 -2.83 0.06
H 3.02 -3.47 1.71
H 2.82 -1.72 1.39
H -2.27 -4.13 -0.23
H -1.23 -5.03 0.93
H -0.54 -4.28 -0.55
C 1.37 4.65 -2.72
N 0.98 4.65 -1.32
C -0.45 4.60 -1.10
C 1.82 4.49 -0.30
S 1.31 4.14 1.26
N 3.17 4.68 -0.61
C 3.50 6.07 -0.92
C 4.12 4.09 0.31
H 0.74 3.92 -3.23
H 2.41 4.36 -2.82
H 1.21 5.64 -3.16
H -0.93 5.17 -1.90
H -0.69 5.04 -0.13
H -0.78 3.56 -1.13
H 2.82 6.47 -1.66
H 4.51 6.11 -1.33
H 3.45 6.69 -0.02
H 3.84 3.06 0.51
H 4.17 4.63 1.26
H 5.10 4.11 -0.17

=====

2.
# C14H46BO14

A structure of composition C14H46BO14 (ωB97M-V with the def2-TZVPD basis set, the Open Molecules 2025 dataset).

* charge: -1
* highest occupied orbital energy: -0.1998 Eh
* energy relative to the best compared isomer or geometry (same formula, charge and spin): 2785.8 kJ/mol
* 2S+1: 1

Positions of all 75 atoms, in Å:
B 0.05 0.38 0.54
H 0.72 0.86 1.25
H 0.38 0.66 -0.45
H 0.04 -0.69 0.65
H -0.92 0.83 0.70
C -1.19 -2.36 -0.81
C -0.57 -3.44 -1.68
O -1.63 -4.38 -1.84
O -2.32 -1.76 -1.51
H -0.45 -1.67 -0.42
H -1.62 -2.85 0.06
H 0.13 -4.01 -1.07
H -0.07 -3.01 -2.54
H -2.39 -3.86 -2.13
H -2.39 -0.86 -1.17
C -2.14 -0.65 2.34
C -2.49 -0.95 3.77
O -1.37 -1.06 4.60
O -1.48 0.62 2.22
H -3.06 -0.69 1.75
H -1.47 -1.43 1.99
H -3.18 -1.79 3.84
H -3.12 -0.17 4.21
H -0.62 -1.25 4.04
H -1.09 0.80 1.36
C 1.98 -0.33 -2.88
C 0.55 -0.57 -2.31
O 0.77 -1.05 -0.97
O 2.08 -0.53 -4.30
H 2.82 -0.95 -2.58
H 2.19 0.70 -2.59
H -0.03 -1.14 -3.03
H 0.02 0.38 -2.33
H 0.52 -0.45 -0.27
H 2.77 0.04 -4.66
C 3.70 1.65 -0.64
C 3.71 0.11 -0.96
O 4.20 -0.61 0.18
O 2.60 2.00 0.22
H 3.63 2.25 -1.54
H 4.72 1.97 -0.42
H 4.29 -0.11 -1.85
H 2.68 -0.20 -1.16
H 3.48 -0.78 0.80
H 2.31 1.26 0.76
C 2.36 -0.68 2.71
C 1.26 -1.77 2.57
O -0.06 -1.36 2.47
O 2.46 0.12 1.46
H 3.28 -1.15 3.07
H 2.04 -0.01 3.52
H 1.48 -2.55 3.31
H 1.54 -2.27 1.64
H -0.24 -0.90 1.64
H 1.66 0.64 1.37
C -2.73 0.40 -0.03
C -3.85 0.96 -0.99
O -4.93 1.59 -0.35
O -1.68 -0.12 -0.80
H -3.01 -0.41 0.64
H -2.39 1.14 0.69
H -4.26 0.10 -1.52
H -3.41 1.63 -1.72
H -5.03 2.44 -0.77
H -0.86 0.06 -0.33
C 0.74 3.25 -1.04
C -0.78 2.88 -1.00
O -1.12 2.45 0.27
O 0.96 4.65 -0.84
H 1.05 3.06 -2.07
H 1.34 2.57 -0.43
H -1.03 2.13 -1.76
H -1.36 3.75 -1.33
H -0.80 1.56 0.44
H 0.62 4.96 0.00

=====

3.
# C43H62F4O17S2

A cluster of 11 separate species, C43H62F4O17S2 in total (ωB97M-V with the def2-TZVPD basis set, the Open Molecules 2025 dataset).

* highest occupied orbital energy: -0.3056 Eh
* energy relative to the best compared isomer or geometry (same formula, charge and spin): 0.0 kJ/mol
* 2S+1: 1

Positions of all 128 atoms, in Å:
F -14.53 6.15 6.55
C -14.61 5.18 5.62
C -14.41 3.86 5.97
C -14.37 2.92 4.95
C -14.82 3.24 3.68
C -15.09 4.57 3.36
C -14.99 5.54 4.34
H -14.19 3.62 7.01
H -13.98 1.92 5.10
H -14.75 2.49 2.90
H -15.39 4.82 2.35
H -15.21 6.59 4.14
F -14.05 -3.79 10.69
C -13.07 -2.94 10.99
C -12.20 -3.24 12.02
C -11.21 -2.35 12.38
C -11.16 -1.10 11.79
C -12.03 -0.79 10.76
C -12.94 -1.74 10.31
H -12.33 -4.20 12.53
H -10.52 -2.48 13.20
H -10.38 -0.40 12.09
H -12.09 0.16 10.24
H -13.68 -1.48 9.57
F -17.06 -0.73 0.34
C -17.66 -1.80 0.91
C -19.01 -1.98 0.69
C -19.63 -3.10 1.22
C -18.90 -4.05 1.90
C -17.53 -3.87 2.08
C -16.90 -2.75 1.56
H -19.49 -1.23 0.07
H -20.67 -3.30 0.97
H -19.37 -4.97 2.21
H -16.94 -4.64 2.55
H -15.84 -2.57 1.71
F -16.27 -4.79 5.04
C -17.49 -4.64 5.57
C -18.15 -5.76 6.02
C -19.44 -5.69 6.54
C -20.09 -4.46 6.52
C -19.40 -3.33 6.12
C -18.09 -3.40 5.67
H -17.66 -6.72 5.86
H -19.88 -6.61 6.88
H -21.15 -4.46 6.75
H -19.94 -2.39 6.09
H -17.67 -2.50 5.22
C -17.25 0.70 3.26
S -17.96 1.99 4.31
O -19.39 2.10 3.94
C -17.88 1.09 5.86
H -17.78 -0.23 3.42
H -16.17 0.72 3.39
H -17.38 1.03 2.23
H -16.85 1.05 6.22
H -18.24 0.06 5.88
H -18.43 1.72 6.56
C -12.95 -1.24 6.42
S -14.64 -1.82 6.17
O -15.59 -0.79 6.71
C -14.64 -1.66 4.40
H -12.90 -0.92 7.45
H -12.76 -0.39 5.77
H -12.26 -2.07 6.23
H -13.88 -2.33 3.98
H -14.42 -0.63 4.11
H -15.61 -1.91 3.98
C -13.95 -1.03 -0.96
O -12.69 -1.25 -0.33
C -12.68 -1.16 1.00
O -13.53 -0.61 1.66
O -11.57 -1.72 1.44
C -11.29 -1.61 2.85
H -14.64 -0.35 -0.46
H -14.49 -1.97 -1.11
H -13.70 -0.65 -1.95
H -10.31 -1.14 2.97
H -11.22 -2.62 3.24
H -12.03 -1.01 3.36
C -10.79 2.59 5.93
O -10.87 3.11 4.62
C -10.41 2.35 3.64
O -9.83 1.30 3.78
O -10.69 2.94 2.49
C -9.98 2.45 1.36
H -11.44 1.73 6.11
H -11.18 3.35 6.60
H -9.77 2.28 6.16
H -10.63 1.86 0.71
H -9.11 1.84 1.61
H -9.70 3.29 0.73
C -16.45 -0.88 9.86
O -16.25 -1.78 10.95
C -17.28 -2.39 11.52
O -18.44 -2.24 11.25
O -16.80 -3.19 12.48
C -17.78 -3.79 13.27
H -15.90 0.00 10.19
H -17.50 -0.67 9.66
H -16.01 -1.22 8.92
H -18.32 -4.56 12.72
H -18.53 -3.15 13.74
H -17.31 -4.27 14.13
C -7.35 -3.63 4.77
O -7.59 -3.41 6.17
C -8.47 -2.47 6.47
O -8.98 -1.70 5.68
O -8.67 -2.47 7.78
C -9.46 -1.39 8.28
H -6.38 -4.09 4.68
H -7.32 -2.67 4.25
H -8.18 -4.20 4.37
H -9.39 -1.40 9.36
H -10.47 -1.48 7.90
H -9.06 -0.46 7.86
C -12.71 -5.49 5.72
O -12.40 -6.33 4.61
C -11.31 -5.99 3.93
O -10.73 -4.93 4.01
O -10.99 -6.99 3.11
C -9.73 -6.91 2.44
H -13.71 -5.79 6.04
H -12.78 -4.45 5.42
H -12.02 -5.64 6.56
H -9.89 -7.29 1.44
H -9.01 -7.52 2.98
H -9.38 -5.88 2.37

=====

4.
# C22H41N6O10

A cluster of 7 separate species, C22H41N6O10 in total (ωB97M-V with the def2-TZVPD basis set, the Open Molecules 2025 dataset).

* charge: -1
* highest occupied orbital energy: -0.2338 Eh
* 2S+1: 1

Positions of all 79 atoms, in Å:
C 0.77 -0.79 0.92
O 0.77 -1.91 1.47
O 2.05 -0.11 0.92
O -0.12 -0.17 0.31
H 2.60 -0.59 1.44
C 1.48 0.78 -3.26
C 2.30 1.07 -4.50
C 1.71 2.22 -5.40
C 0.31 2.79 -5.17
C -0.35 2.43 -3.86
C 0.30 1.46 -2.90
N -0.24 3.82 -6.09
O -1.34 4.48 -5.80
O -0.05 3.50 -7.24
H 1.80 -0.01 -2.62
H 3.27 0.55 -4.94
H 2.32 2.56 -6.22
H -1.10 2.99 -3.56
H -0.26 1.18 -1.99
C -4.17 -2.25 -2.53
O -5.28 -2.61 -3.14
N -3.96 -0.97 -2.13
C -2.71 -0.47 -1.95
C -4.90 0.11 -2.44
H -3.23 -2.98 -2.60
H -2.60 0.03 -0.85
H -2.50 0.48 -2.67
H -1.85 -1.38 -1.97
H -4.87 0.70 -1.64
H -5.95 -0.10 -2.37
H -4.51 0.59 -3.17
C 0.36 3.40 0.91
O -0.63 3.84 1.53
N 1.17 4.28 0.20
C 2.50 3.82 -0.27
C 0.63 5.54 -0.13
H 0.79 2.43 1.18
H 3.12 4.55 -0.51
H 2.21 3.08 -1.06
H 3.20 3.41 0.58
H -0.12 5.24 -0.61
H 1.21 6.24 -0.55
H 0.45 6.01 0.73
C -2.23 1.76 4.85
O -2.95 2.29 5.72
N -1.96 0.58 5.00
C -1.18 -0.16 3.88
C -2.32 -0.27 6.14
H -2.15 2.29 3.92
H -0.17 -0.45 4.36
H -0.85 0.18 3.04
H -1.66 -1.12 3.85
H -1.84 -1.20 6.27
H -3.44 -0.30 6.20
H -2.15 0.44 6.99
C 0.02 -3.34 -1.85
O 0.53 -3.17 -3.02
N -1.00 -4.11 -1.67
C -1.61 -4.14 -0.31
C -1.56 -5.09 -2.75
H 0.29 -2.89 -0.98
H -1.17 -5.15 -0.04
H -2.57 -4.40 -0.42
H -1.38 -3.32 0.21
H -1.56 -4.69 -3.68
H -2.28 -5.73 -2.24
H -0.87 -5.93 -2.82
C 2.83 -2.25 4.11
O 2.42 -1.82 5.24
N 4.06 -1.87 3.63
C 4.56 -2.33 2.34
C 4.96 -1.06 4.44
H 2.35 -2.93 3.42
H 5.40 -2.87 2.52
H 5.04 -1.31 2.03
H 3.88 -2.74 1.66
H 5.88 -0.75 3.97
H 5.44 -1.38 5.39
H 4.74 -0.04 4.59

=====

5.
# C28H33N5O2RhS

A structure of composition C28H33N5O2RhS (ωB97M-V with the def2-TZVPD basis set, the Open Molecules 2025 dataset).

* charge: +1
* expectation value of S²: 6.039
* highest occupied orbital energy (alpha / beta): -0.3843 / -0.3850 Eh
* 2S+1: 5

Positions of all 70 atoms, in Å:
Rh 0.34 0.63 -0.73
C 2.86 1.39 -2.77
C 2.42 0.15 -3.48
C 2.58 0.04 -4.84
C 2.24 -1.14 -5.51
C 1.73 -2.23 -4.81
C 1.58 -2.21 -3.44
C 0.90 -3.35 -2.76
C 1.95 -1.01 -2.74
N 1.84 -0.86 -1.41
C 2.20 -1.86 -0.49
O 2.87 -2.83 -0.74
C 1.78 -1.52 0.92
C 2.11 -2.25 2.04
C 1.69 -1.76 3.28
C 0.98 -0.57 3.36
C 0.69 0.10 2.18
N 1.09 -0.40 1.03
C -0.04 1.43 2.08
O -0.61 1.87 3.06
N 0.07 1.99 0.84
C -0.26 3.36 0.66
C 0.28 4.34 1.51
C 1.23 4.02 2.62
C -0.06 5.67 1.28
C -0.88 6.04 0.22
C -1.34 5.07 -0.65
C -1.04 3.73 -0.45
C -1.52 2.72 -1.44
H 3.19 2.14 -3.49
H 3.69 1.17 -2.09
H 2.07 1.85 -2.15
H 2.98 0.87 -5.40
H 2.37 -1.19 -6.58
H 1.43 -3.11 -5.36
H 0.43 -4.00 -3.50
H 0.13 -2.99 -2.08
H 1.61 -3.95 -2.18
H 2.69 -3.16 1.95
H 1.94 -2.30 4.18
H 0.65 -0.15 4.30
H 1.89 3.19 2.35
H 0.71 3.73 3.53
H 1.86 4.88 2.84
H 0.34 6.43 1.94
H -1.12 7.08 0.06
H -1.95 5.35 -1.50
H -1.91 3.19 -2.34
H -2.29 2.05 -1.05
H -0.68 2.06 -1.80
C -4.07 -1.21 3.28
C -2.70 -0.58 3.05
N -2.39 -0.41 1.63
C -1.89 -1.34 0.81
S -1.60 -0.93 -0.84
N -1.64 -2.56 1.28
C -1.07 -3.66 0.52
C -2.10 -4.43 -0.28
H -4.24 -1.33 4.34
H -4.15 -2.19 2.81
H -4.85 -0.58 2.87
H -1.90 -1.16 3.51
H -2.64 0.41 3.49
H -2.58 0.48 1.20
H -1.97 -2.77 2.22
H -0.58 -4.31 1.25
H -0.29 -3.25 -0.12
H -2.85 -4.89 0.37
H -1.62 -5.22 -0.85
H -2.61 -3.77 -0.98

=====

6.
# H6OSi2

A cluster of 2 separate species, H6OSi2 in total (ωB97M-V with the def2-TZVPD basis set, the Open Molecules 2025 dataset).

* highest occupied orbital energy: -0.3540 Eh
* energy relative to the best compared isomer or geometry (same formula, charge and spin): 338.6 kJ/mol
* 2S+1: 1

Positions of all 9 atoms, in Å:
O -0.02 1.01 -1.07
Si -1.19 0.79 0.03
Si 2.06 -2.16 0.13
H 0.76 0.33 -1.00
H -2.31 -0.12 -0.46
H -0.58 0.36 1.36
H -1.99 2.06 0.26
H 1.94 -0.73 -0.69
H 1.34 -1.54 1.44

=====

| no. | calculated total energy (Eh) |
| --- | --- |
| 1 | -11287.3160 |
| 2 | -1638.0845 |
| 3 | -4150.5513 |
| 4 | -1943.3663 |
| 5 | -2019.5621 |
| 6 | -657.7166 |